No. 1
A cluster of 2 separate species, C4H13NO2 in total, computed with the ωB97M-V functional and the def2-TZVPD basis.

```
! wB97M-V def2-TZVPD RIJCOSX def2/J DEFGRID3
* xyz 0 1
C 1.49 1.65 0.09
N 1.17 0.28 0.41
C 0.29 -0.83 -1.81
C 0.02 -0.33 -0.37
C -1.05 0.76 -0.52
O -2.40 0.13 -0.82
H 2.38 2.08 0.57
H 0.54 2.25 0.19
H 1.88 1.52 -0.92
H 1.92 -0.36 0.42
H -0.63 -0.74 -2.37
H 0.72 -1.93 -1.93
H 1.05 -0.13 -2.21
H -0.40 -1.12 0.34
H -1.41 1.35 0.32
H -0.78 1.45 -1.35
H -2.39 -0.36 -1.65
H -0.13 -1.38 2.01
H 1.14 -1.09 2.60
O 0.33 -1.51 2.92
*
```

Values from the calculation:
- E_tot: -365.36097 hartree
- HOMO-LUMO gap: 9.77 eV
- SMILES: CN[C@H](C)CO.O
- E_HOMO: -9.05 eV
- Energy above the lowest of the compared OMol25 structures with the same formula, charge and spin: 2.2183 eV
- LUMO: 0.72 eV

Results of the Löwdin charge analysis, in e, for atoms 1 through 8: C -0.119; N -0.117; C -0.049; C -0.365; C -0.194; O -0.101; H 0.082; H 0.092


No. 2
A structure of composition C38H34BrMgN4O3P, computed with the ωB97M-V functional and the def2-TZVPD basis.

```
! wB97M-V def2-TZVPD RIJCOSX def2/J DEFGRID3
* xyz 0 1
Mg 0.72 0.18 1.18
Br -8.59 -0.16 4.01
C -7.90 -0.39 2.34
C -7.85 -1.64 1.69
C -7.27 -1.76 0.46
C -6.69 -0.59 -0.14
C -6.99 0.68 0.35
C -7.53 0.79 1.63
N -5.56 -0.60 -0.94
N -5.04 -1.75 -1.28
C -3.67 -1.73 -1.14
C -3.03 -2.90 -0.79
C -1.87 -2.80 -0.06
C -1.34 -1.56 0.31
O -0.45 -1.41 1.32
C -1.71 -0.38 -0.43
N -0.93 0.76 -0.30
C -1.25 1.76 -1.09
C -2.41 1.79 -1.90
C -3.29 0.71 -1.88
C -2.92 -0.46 -1.17
H -8.10 -2.52 2.31
H -7.10 -2.79 0.12
H -6.64 1.54 -0.22
H -7.66 1.82 2.02
H -3.59 -3.81 -1.00
H -1.36 -3.61 0.43
H -0.70 2.72 -1.03
H -2.63 2.72 -2.45
H -4.22 0.65 -2.44
O 2.12 1.24 0.16
C 2.49 0.32 -0.68
O 1.94 -0.87 -0.46
C 3.63 0.55 -1.64
P 3.53 -0.39 -3.28
C 5.21 -1.08 -3.23
C 6.26 -0.69 -4.08
C 7.56 -1.25 -3.91
C 7.80 -2.28 -3.06
C 6.69 -2.66 -2.18
C 5.48 -1.99 -2.21
C 3.74 1.10 -4.31
C 2.67 1.43 -5.15
C 2.82 2.37 -6.18
C 4.00 3.13 -6.24
C 4.94 3.02 -5.26
C 4.74 2.03 -4.19
H 4.55 0.31 -1.19
H 3.67 1.61 -1.83
H 6.06 -0.07 -4.98
H 8.39 -0.92 -4.56
H 8.76 -2.79 -2.94
H 6.91 -3.40 -1.37
H 4.70 -2.28 -1.46
H 1.75 0.89 -5.09
H 1.97 2.65 -6.84
H 4.11 3.94 -6.94
H 5.75 3.76 -5.32
H 5.50 1.88 -3.38
C 0.71 -1.61 4.53
N -0.68 -1.34 5.02
C -1.52 -2.54 5.20
C -1.41 -0.35 4.05
C -0.60 0.95 3.92
C -0.97 1.84 4.90
C -0.42 3.13 4.98
C 0.44 3.55 3.91
C 0.76 2.61 2.89
C 0.28 1.29 2.90
H 1.18 -2.37 5.17
H 1.34 -0.69 4.50
H 0.67 -1.98 3.49
H -0.53 -0.81 5.89
H -1.34 -3.23 4.30
H -2.54 -2.17 5.24
H -1.27 -3.09 6.10
H -2.36 -0.04 4.49
H -1.56 -0.90 3.11
H -1.87 1.55 5.53
H -0.65 3.87 5.79
H 0.85 4.54 3.87
H 1.31 2.99 2.07
*
```

Values from the calculation:
- E_tot: -5028.57159 hartree
- HOMO-LUMO gap (spin up / spin down): 6.11 / 6.12 eV
- E_HOMO (spin up / spin down): -6.72 / -6.72 eV
- Energy above the lowest of the compared OMol25 structures with the same formula, charge and spin: 0.0000 eV
- LUMO (spin up / spin down): -0.61 / -0.60 eV

Results of the Löwdin charge analysis, in e, for atoms 1 through 8: Mg 0.672; Br 0.769; C -0.764; C -0.151; C -0.024; C -0.266; C -0.041; C -0.125


No. 3
A structure of composition C25H71F4HfN3O18S, computed with the ωB97M-V functional and the def2-TZVPD basis.

```
! wB97M-V def2-TZVPD RIJCOSX def2/J DEFGRID3
* xyz 2 1
Hf -7.90 6.01 26.56
F -6.96 2.85 26.30
C -9.27 3.42 20.69
F -9.06 2.27 21.27
F -8.14 4.17 20.52
F -10.07 3.26 19.61
S -10.38 4.45 21.90
O -10.61 5.79 21.39
O -11.54 3.66 22.18
O -9.62 4.68 23.15
C -12.14 11.29 23.36
O -12.02 11.29 24.79
H -11.32 11.76 22.82
H -12.11 10.28 22.95
H -13.15 11.64 23.11
H -12.03 12.20 25.11
C -6.92 2.49 14.47
O -6.96 1.22 13.86
H -5.93 2.87 14.74
H -7.37 3.18 13.76
H -7.56 2.54 15.35
H -7.84 1.11 13.49
C -9.08 8.34 15.08
C -8.73 7.83 16.46
C -7.25 7.87 16.90
O -6.40 7.08 16.09
C -5.02 7.02 16.52
N -9.54 8.67 17.35
H -10.13 8.28 14.81
H -8.51 7.83 14.29
H -8.83 9.39 14.91
H -8.88 6.75 16.47
H -7.14 7.56 17.94
H -6.90 8.90 16.85
H -4.49 7.96 16.36
H -4.56 6.25 15.90
H -4.90 6.80 17.58
H -9.57 8.27 18.28
H -10.48 8.89 17.05
C -15.43 3.81 17.64
C -14.67 5.11 17.53
C -15.11 5.88 16.25
O -14.50 5.32 15.12
C -15.16 5.78 13.90
N -14.83 5.92 18.73
H -15.14 3.24 18.52
H -15.21 3.16 16.80
H -16.51 3.92 17.72
H -13.61 4.87 17.45
H -14.76 6.90 16.40
H -16.19 5.91 16.09
H -15.22 6.85 13.73
H -16.17 5.38 14.00
H -14.65 5.38 13.02
H -14.61 5.25 19.45
H -14.01 6.50 18.79
C -9.62 -2.13 28.93
C -9.61 -0.80 28.13
C -10.43 -0.95 26.82
O -9.84 -2.03 26.09
C -10.42 -2.26 24.81
N -10.15 0.21 29.02
H -9.05 -1.99 29.85
H -9.19 -2.95 28.36
H -10.59 -2.36 29.37
H -8.57 -0.52 27.96
H -10.35 0.01 26.30
H -11.48 -1.10 27.05
H -9.91 -3.08 24.29
H -10.40 -1.33 24.26
H -11.47 -2.52 24.94
H -11.00 -0.20 29.40
H -9.51 0.19 29.79
C -5.31 -0.56 18.81
C -6.39 -1.60 18.47
O -5.89 -2.90 18.11
O -4.73 -0.61 20.09
H -5.65 0.48 18.77
H -4.57 -0.65 18.01
H -7.09 -1.29 17.69
H -6.95 -1.78 19.39
H -6.57 -3.40 17.66
H -5.41 -0.83 20.73
C -12.51 5.02 27.23
C -12.67 6.34 26.40
O -11.41 7.10 26.50
O -11.17 4.60 27.35
H -13.14 4.23 26.84
H -12.84 5.26 28.24
H -13.51 6.94 26.75
H -12.86 6.16 25.34
H -11.75 7.97 26.28
H -11.20 3.79 27.86
C -16.17 0.40 24.43
C -17.22 1.47 23.96
O -16.63 2.76 24.24
O -15.06 0.51 23.55
H -16.62 -0.59 24.40
H -15.74 0.55 25.43
H -18.16 1.31 24.49
H -17.35 1.41 22.88
H -17.29 3.41 23.97
H -14.60 1.35 23.65
C -5.58 7.65 22.77
C -6.70 8.67 22.82
O -7.25 8.59 24.13
O -5.92 6.42 23.36
H -4.78 8.02 23.40
H -5.20 7.45 21.76
H -7.45 8.43 22.07
H -6.35 9.65 22.51
H -7.36 9.51 24.36
H -5.36 5.78 22.92
C -13.03 -2.28 17.01
C -12.83 -1.59 18.35
O -13.84 -2.01 19.27
O -13.06 -3.74 16.99
H -12.14 -2.08 16.40
H -13.90 -1.91 16.47
H -12.87 -0.51 18.26
H -11.87 -1.92 18.75
H -13.94 -1.39 20.00
H -13.82 -3.97 16.45
*
```

Values from the calculation:
- E_tot: -3357.95854 hartree
- HOMO-LUMO gap: 1.41 eV
- E_HOMO: -12.98 eV
- Energy above the lowest of the compared OMol25 structures with the same formula, charge and spin: 21.2346 eV
- LUMO: -11.57 eV

Results of the Löwdin charge analysis, in e, for atoms 1 through 8: Hf 1.751; F -0.660; C -0.595; F 0.181; F 0.129; F 0.131; S 0.513; O -0.208


No. 4
A cluster of 2 separate species, C6H12N2O2SSi in total, computed with the ωB97M-V functional and the def2-TZVPD basis.

```
! wB97M-V def2-TZVPD RIJCOSX def2/J DEFGRID3
* xyz 0 1
C 0.58 -0.62 -1.67
C -0.27 -1.31 -2.48
C -0.78 0.87 -2.43
C -1.46 1.99 1.63
C 0.61 -2.68 1.63
C 1.79 1.10 0.90
N 0.20 0.68 -1.57
N -1.13 -0.33 -3.05
O -0.77 0.97 2.16
O 0.40 -1.41 2.38
Si 0.61 0.11 1.92
S -1.89 2.15 -2.81
H 1.34 -0.84 -0.94
H -0.41 -2.28 -2.90
H -1.00 2.42 0.72
H -1.66 2.83 2.28
H -2.42 1.61 1.34
H 0.15 -3.51 2.29
H 1.67 -2.84 1.67
H 0.39 -2.61 0.49
H 2.81 1.03 0.88
H 1.37 1.15 -0.16
H 1.76 2.16 1.22
H -1.89 -0.63 -3.53
*
```

Values from the calculation:
- E_tot: -1183.40508 hartree
- HOMO-LUMO gap: 4.00 eV
- E_HOMO: -5.84 eV
- Energy above the lowest of the compared OMol25 structures with the same formula, charge and spin: 4.1826 eV
- LUMO: -1.84 eV

Results of the Löwdin charge analysis, in e, for atoms 1 through 8: C -0.237; C -0.105; C -0.931; C -0.162; C -0.044; C -0.118; N -0.037; N 0.020


No. 5
The molecule C3H7NO2, computed with the ωB97M-V functional and the def2-TZVPD basis.

```
! wB97M-V def2-TZVPD RIJCOSX def2/J DEFGRID3
* xyz 0 1
N -1.07 1.60 0.50
C -0.14 1.30 -0.46
O -0.09 1.89 -1.52
C 0.78 0.14 -0.10
C 0.06 -1.21 -0.22
O 0.87 -2.16 0.46
H -0.98 1.24 1.44
H -1.63 2.42 0.36
H 1.13 0.23 0.93
H 1.64 0.17 -0.77
H -0.94 -1.14 0.23
H -0.06 -1.47 -1.28
H 0.42 -3.01 0.43
*
```

Values from the calculation:
- E_tot: -323.75729 hartree
- HOMO-LUMO gap: 10.66 eV
- SMILES: NC(=O)CCO
- E_HOMO: -9.89 eV
- Energy above the lowest of the compared OMol25 structures with the same formula, charge and spin: 0.6443 eV
- LUMO: 0.77 eV

Results of the Löwdin charge analysis, in e, for atoms 1 through 8: N 0.150; C -0.546; O 0.052; C -0.105; C -0.270; O -0.068; H 0.101; H 0.108


No. 6
A structure of composition C2F3GdNO4S2, computed with the ωB97M-V functional and the def2-TZVPD basis.

```
! wB97M-V def2-TZVPD RIJCOSX def2/J DEFGRID3
* xyz 1 8
Gd 1.38 1.39 -0.64
N 1.60 -0.77 0.42
S 3.30 -0.59 0.13
O 3.17 0.93 -0.44
S -1.21 0.05 0.66
O -0.80 1.38 0.03
O -0.61 -1.14 -0.23
C -2.93 -0.08 -0.07
F -3.71 0.73 0.63
F -2.96 0.29 -1.34
F -3.36 -1.32 0.03
O 1.03 -3.04 0.12
C 0.91 -1.85 0.26
*
```

Values from the calculation:
- E_tot: -2293.23256 hartree
- HOMO-LUMO gap (spin up / spin down): 7.74 / 5.08 eV
- E_HOMO (spin up / spin down): -13.21 / -12.67 eV
- LUMO (spin up / spin down): -5.46 / -7.59 eV

Results of the Löwdin charge analysis, in e, for atoms 1 through 8: Gd 1.742; N -0.390; S 0.982; O -0.817; S 1.066; O -0.655; O -0.382; C -0.763